This record from the Open Molecules 2025 dataset describes a structure of composition C2H3I2NO at a distorted geometry. The level of theory is wB97M-V/def2-TZVPD.

Last column: Mulliken charge in e.
CARTESIAN COORDINATES (ANGSTROEM)
C  0.24206  0.11806  0.55792  0.726
C  0.96705  -0.46314  -0.54440  -0.635
N  -1.08666  -0.01870  0.83960  -0.396
O  0.88076  0.64850  1.42827  -0.577
I  2.86098  0.03933  -0.86881  0.261
I  0.03815  -1.99637  -1.51456  0.146
H  -0.72630  1.43852  -1.60287  0.036
H  -1.85205  -0.39427  0.20616  0.205
H  -1.32399  0.62807  1.49869  0.233

As for the charge: 0. For the frontier orbital gap (alpha / beta), the calculation gives 8.08 / 7.59 eV. The HOMO energy (alpha / beta) comes out at -9.64 / -8.39 eV. The multiplicity is 1. As for the energy above the lowest of the compared OMol25 structures with the same formula, charge and spin: 412.62 kJ/mol. The calculation puts the total energy at -21857.096 eV.